# 1
Here is a cluster of 2 separate species, C2H3N2O2S in total from OMol25. Energies are from the ωB97M-V functional and the def2-TZVPD basis.

```
10
Properties=species:S:1:pos:R:3:lowdin_charge:R:1
C 0.76 -0.63 -1.05 -0.1795
C 1.68 0.09 -1.71 -0.1694
N 0.03 -0.38 0.10 -0.1536
N -0.55 -1.46 0.60 -0.1827
O -1.22 -1.22 1.61 -0.1951
O 2.38 0.69 -2.45 0.0972
S -1.25 2.17 1.28 0.1073
H 0.91 -1.68 -0.96 0.0831
H -0.41 0.84 0.73 -0.0944
H -2.33 1.58 1.85 -0.3129
```

The value obtained for the LUMO energy is 3.49 eV. The largest force on an atom is 2.50 eV/A. Its charge is -1. For the HOMO energy, the calculation gives -4.021 eV. The calculation puts the HOMO-LUMO gap at 7.515 eV. As for the spin multiplicity: 1. As for the energy relative to the best compared isomer or geometry (same formula, charge and spin): 3.335 eV.

---

# 2
Here is a structure of composition CH2F3KO4S from OMol25. Energies are from the ωB97M-V functional and the def2-TZVPD basis.

```
12
Properties=species:S:1:pos:R:3:lowdin_charge:R:1
K 0.29 3.16 0.16 0.9874
C -0.34 -0.64 -0.29 -0.6320
F -1.44 -1.16 0.26 0.1362
F -0.59 0.70 -0.49 -0.0290
F 0.64 -0.69 0.64 0.0866
S 0.13 -1.35 -1.93 0.4293
O 0.50 -2.70 -1.62 -0.3030
O -1.11 -1.15 -2.64 -0.3116
O 1.21 -0.45 -2.26 -0.3380
O 0.15 1.73 2.49 -0.1203
H 0.64 0.92 2.27 0.0356
H -0.08 1.63 3.41 0.0590
```

The value obtained for the LUMO energy is -1.43 eV. The largest force on an atom is 0.61 eV/A. Its charge is 0. For the HOMO energy, the calculation gives -8.601 eV. The calculation puts the HOMO-LUMO gap at 7.174 eV. As for the spin multiplicity: 1. As for the energy relative to the best compared isomer or geometry (same formula, charge and spin): 0.000 eV.

---

# 3
Here is a cluster of 2 separate species, C2H8NO2P in total from OMol25. Energies are from the ωB97M-V functional and the def2-TZVPD basis.

```
14
Properties=species:S:1:pos:R:3:lowdin_charge:R:1
C -0.42 0.99 -1.27 -0.1725
C 1.05 -1.77 -0.51 -0.1209
N -0.55 1.72 1.79 0.2186
O -1.40 -0.93 0.40 -0.3548
O 0.74 0.31 1.01 -0.2684
P -0.14 -0.36 -0.07 0.3608
H -1.49 1.38 -1.17 0.0787
H 0.31 1.77 -0.94 0.0482
H -0.20 0.58 -2.26 0.0349
H 0.42 -2.60 -0.02 0.0711
H 1.31 -2.07 -1.47 0.0034
H 2.00 -1.54 0.06 0.0555
H -0.33 1.51 2.75 0.0296
H -1.30 1.01 1.69 0.0157
```

The value obtained for the LUMO energy (alpha / beta) is -1.72 / -2.33 eV. The largest force on an atom is 3.93 eV/A. Its charge is 0. For the HOMO energy (alpha / beta), the calculation gives -10.008 / -10.007 eV. The calculation puts the HOMO-LUMO gap (alpha / beta) at 8.284 / 7.680 eV. As for the spin multiplicity: 1. As for the energy relative to the best compared isomer or geometry (same formula, charge and spin): 4.049 eV.

---

# 4
Here is a structure of composition C22H34O17Rb2 from OMol25. Energies are from the ωB97M-V functional and the def2-TZVPD basis.

```
75
Properties=species:S:1:pos:R:3:lowdin_charge:R:1
Rb 5.29 -2.11 2.35 0.8936
Rb 1.14 4.86 1.68 0.9193
O 2.40 2.62 0.38 -0.5111
C 1.71 1.41 0.06 -0.3874
C 1.98 0.10 1.10 -0.3468
O 3.30 -0.17 1.69 -0.5969
H 1.78 1.07 -0.97 0.0362
H 0.63 1.59 0.02 0.0441
H 1.58 -0.82 0.68 0.0333
H 1.35 0.03 1.99 0.0318
C -2.27 -0.45 1.76 0.0005
C -3.20 -0.82 2.94 -0.3309
C -4.52 -0.29 2.71 -0.1236
O -5.35 -1.34 3.28 0.0889
C -4.63 -2.48 3.32 -0.5516
O -5.12 -3.53 3.59 0.1623
O -3.32 -2.28 2.99 0.0977
H -2.53 -1.03 0.87 0.0758
H -1.22 -0.67 1.98 0.0814
H -2.51 0.54 1.36 0.0831
H -2.89 -0.33 3.86 0.1453
H -4.72 -0.05 1.66 0.1349
H -4.54 0.70 3.15 0.1409
C -0.68 -1.87 -2.14 -0.0146
C -0.95 -3.18 -1.51 -0.3300
C 0.36 -3.62 -0.78 -0.0319
O -0.22 -4.55 0.20 0.0702
C -1.44 -4.19 0.52 -0.5569
O -2.06 -4.69 1.37 0.1988
O -1.83 -3.17 -0.41 0.0284
H -1.56 -1.70 -2.76 0.0992
H 0.15 -1.85 -2.84 0.0843
H -0.63 -0.98 -1.51 0.0793
H -1.35 -4.02 -2.09 0.1661
H 0.83 -2.74 -0.34 0.1119
H 1.11 -4.04 -1.44 0.1353
C 4.12 -0.19 -4.28 -0.0016
C 2.66 -0.64 -4.34 -0.3269
C 1.85 -0.36 -5.57 -0.0681
O 1.18 -1.58 -5.84 0.1191
C 1.68 -2.50 -5.04 -0.6319
O 1.36 -3.64 -5.15 0.1596
O 2.55 -2.03 -4.16 0.1029
H 4.69 -0.18 -5.21 0.0839
H 4.71 -0.84 -3.63 0.0853
H 4.26 0.76 -3.77 0.0877
H 2.15 -0.19 -3.49 0.1362
H 2.56 0.00 -6.32 0.1410
H 1.14 0.43 -5.31 0.1146
C -0.33 0.55 6.69 0.0128
C 0.34 1.81 5.95 -0.3309
C 1.10 1.44 4.75 -0.1103
O 0.80 2.46 3.79 0.0205
C -0.38 3.08 4.29 -0.4971
O -0.94 4.04 3.81 0.0808
O -0.71 2.53 5.47 0.0958
H -0.94 -0.06 6.03 0.0744
H -0.99 0.80 7.52 0.0784
H 0.44 -0.11 7.09 0.0788
H 0.93 2.40 6.65 0.1585
H 1.07 0.43 4.32 0.1392
H 2.15 1.54 5.03 0.1422
C -0.33 3.79 -1.84 0.0111
C 0.28 2.66 -2.70 -0.3818
C -0.46 1.47 -2.71 -0.1662
O -0.98 1.33 -4.03 0.0662
C -0.38 2.29 -4.84 -0.4866
O -0.70 2.52 -6.01 0.1221
O 0.36 3.08 -4.02 0.0926
H -1.21 4.19 -2.35 0.0971
H 0.37 4.63 -1.73 0.0793
H -0.60 3.40 -0.86 0.0700
H 1.33 2.44 -2.52 0.1508
H -1.37 1.60 -2.11 0.1454
H 0.18 0.71 -2.25 0.0942
```

The value obtained for the LUMO energy is -1.02 eV. The largest force on an atom is 4.71 eV/A. Its charge is 0. For the HOMO energy, the calculation gives -5.854 eV. The calculation puts the HOMO-LUMO gap at 4.838 eV. As for the spin multiplicity: 1. As for the energy relative to the best compared isomer or geometry (same formula, charge and spin): 2.595 eV.

---

# 5
Here is a cluster of 2 separate species, C6H17N2 in total from OMol25. Energies are from the ωB97M-V functional and the def2-TZVPD basis.

```
25
Properties=species:S:1:pos:R:3:lowdin_charge:R:1
C -0.98 -2.61 1.39 -0.0596
N 1.54 1.55 0.83 0.0676
C 2.46 1.52 -0.33 -0.2838
C 1.77 1.53 -1.76 -0.1110
C -0.47 -1.90 0.14 -0.2694
N -0.22 -0.54 0.25 0.1749
C -1.40 0.31 0.56 -0.2079
C -2.34 0.55 -0.66 -0.0252
H -1.85 -3.40 1.23 0.1382
H -1.37 -1.94 2.20 0.0829
H 1.97 1.62 1.65 0.0236
H 3.14 2.43 -0.33 0.1193
H 3.15 0.57 -0.36 0.1392
H 0.83 2.14 -1.70 0.0712
H 2.41 1.90 -2.59 0.0812
H 1.45 0.46 -1.90 0.0560
H 0.52 -2.38 0.18 0.1243
H -0.83 -2.24 -0.86 0.1882
H -0.02 -3.02 1.85 0.1100
H 0.98 0.65 0.85 0.0274
H -0.97 1.26 1.09 0.1604
H -2.03 -0.18 1.25 0.0849
H -2.05 1.36 -1.41 0.1054
H -2.32 -0.45 -1.25 0.1038
H -3.38 0.81 -0.34 0.0985
```

The value obtained for the LUMO energy is -8.32 eV. The largest force on an atom is 6.15 eV/A. Its charge is +1. For the HOMO energy, the calculation gives -13.122 eV. The calculation puts the HOMO-LUMO gap at 4.804 eV. As for the spin multiplicity: 1. As for the energy relative to the best compared isomer or geometry (same formula, charge and spin): 7.031 eV.